Model w:
ORCA calculation (ωB97M-V/def2-TZVPD) on a molecular structure, C3H9NO2.

```
! RIJCOSX wB97M-V def2-TZVPD def2/J DEFGRID3
* xyz 0 1
C -1.475 -1.153 0.627
N -0.943 1.887 0.471
O -0.586 0.889 -0.407
H -0.940 2.775 -0.028
H -0.248 1.910 1.225
H -2.160 -0.928 -0.180
H -1.721 -0.572 1.508
H -1.313 -2.220 0.768
C 1.621 -0.459 -1.170
C 0.955 -0.051 0.115
O 1.523 0.486 1.039
H -0.083 -0.884 0.462
H 2.291 -1.302 -0.976
H 0.868 -0.753 -1.900
H 2.211 0.375 -1.554
*
```

Values from the calculation:
Kohn-Sham gap (spin up / spin down)   0.2486 / 0.2486 hartree

=====

Model x:
ORCA calculation (ωB97M-V/def2-TZVPD) on 3 unconnected molecules or ions with the total composition C3H9NO2.

```
! RIJCOSX wB97M-V def2-TZVPD def2/J DEFGRID3
* xyz 0 1
C -2.762 0.487 1.317
C -3.589 -0.472 0.953
C -1.188 0.080 -0.407
N -1.352 0.447 0.788
H -2.777 1.128 2.192
H -3.282 -1.348 0.364
H -4.585 -0.528 1.401
H -0.407 0.404 -1.086
H -1.710 -0.779 -0.884
H 5.469 -2.257 -3.177
H 6.803 -1.520 -3.195
O 5.860 -1.396 -3.022
H 0.461 1.983 1.227
H 1.665 1.611 2.129
O 1.394 2.159 1.399
*
```

Values from the calculation:
SMILES   C=CN=C.O.O
Kohn-Sham gap   0.3545 hartree

=====

Model y:
ORCA calculation (ωB97M-V/def2-TZVPD) on 2 unconnected molecules or ions with the total composition C3H9NO2.

```
! RIJCOSX wB97M-V def2-TZVPD def2/J DEFGRID3
* xyz 0 1
C -0.785 1.335 -0.970
C -0.047 0.180 -0.601
N -0.478 -0.728 0.357
C -1.638 -0.453 1.195
O 1.025 -0.104 -1.115
H -1.599 1.548 -0.402
H -0.129 2.308 -0.844
H -1.145 1.198 -2.017
H 0.030 -1.548 0.726
H -2.551 -0.142 0.538
H -1.305 0.207 2.072
H -1.768 -1.400 1.810
H 3.979 -1.395 -0.185
H 2.724 -0.533 -0.341
O 3.689 -0.474 -0.223
*
```

Values from the calculation:
SMILES   CNC(C)=O.O
Kohn-Sham gap   0.3810 hartree

=====

model w is the least stable structure shown above.